Entry 1:
Molecular formula: C47H66O42
Method: DFT, ωB97M-V with the def2-TZVPD basis set

ΔE to the lowest compared entry with this formula, charge and spin   136.0 kJ/mol
Lowest unoccupied orbital energy   -0.28 eV
Gap between HOMO and LUMO   10.0 eV
F_max   7.0 eV/A

Positions of all 155 atoms, in Å:
C 10.1012 -15.8761 -8.3465
C 11.0577 -16.3290 -7.2540
O 10.6916 -17.6873 -7.1229
C 9.3843 -17.7680 -7.2665
O 8.7164 -18.6991 -6.8179
O 8.9727 -16.6544 -7.9668
H 10.3459 -16.0194 -9.3990
H 9.9464 -14.7972 -8.3528
H 10.9411 -15.8249 -6.2947
H 12.0063 -16.1367 -7.7553
C 16.2446 -10.3798 2.7579
C 15.2945 -9.2662 3.2897
O 15.0445 -9.7101 4.5796
C 15.3196 -10.9960 4.6712
O 15.0569 -11.6465 5.6518
O 15.9278 -11.4055 3.5632
H 17.2667 -10.1090 3.0224
H 16.1246 -10.4540 1.6771
H 14.4195 -9.1569 2.6490
H 15.8929 -8.3580 3.2182
C 12.1368 -4.7959 -1.9652
C 12.3936 -4.8561 -3.5043
O 13.3073 -5.9166 -3.6010
C 13.1436 -6.7315 -2.5672
O 13.7208 -7.7902 -2.4868
O 12.3965 -6.1580 -1.6327
H 11.1269 -4.4338 -1.7726
H 12.8688 -4.1468 -1.4846
H 12.6872 -3.9210 -3.9814
H 11.4216 -4.9913 -3.9788
C 9.6476 -8.1663 -9.0121
C 10.3656 -7.3264 -8.0316
O 10.6378 -8.1859 -6.9699
C 10.2250 -9.4367 -7.2487
O 10.3059 -10.4210 -6.4897
O 9.7526 -9.5033 -8.4817
H 10.1572 -8.1241 -9.9747
H 8.5724 -7.9903 -8.9800
H 9.7934 -6.4291 -7.7962
H 11.2868 -7.0174 -8.5256
C 17.5044 -20.8988 0.1207
C 17.6266 -20.3199 1.5598
O 16.4457 -19.4984 1.6592
C 15.7779 -19.5381 0.5425
O 14.6660 -19.1259 0.4372
O 16.3645 -20.3023 -0.3687
H 17.2576 -21.9436 -0.0680
H 18.3571 -20.5902 -0.4840
H 18.5306 -19.7121 1.5962
H 17.6036 -21.0956 2.3252
C 7.8052 -6.3384 2.6203
C 9.2053 -6.7908 2.4084
O 9.5849 -7.4391 3.5974
C 8.5109 -7.5503 4.4147
O 8.5126 -8.0317 5.5055
O 7.4434 -6.9599 3.8564
H 7.1856 -6.7581 1.8279
H 7.7691 -5.2505 2.6787
H 9.8688 -5.9282 2.3472
H 9.3428 -7.4462 1.5484
C 6.2888 -19.9673 -2.6449
C 4.9248 -20.0164 -3.2680
O 4.3593 -21.0363 -2.4650
C 4.9435 -21.1201 -1.2883
O 4.5914 -21.8003 -0.3163
O 6.1054 -20.4161 -1.3108
H 6.7785 -18.9937 -2.6652
H 6.9931 -20.6218 -3.1584
H 4.8957 -20.1166 -4.3530
H 4.3482 -19.1050 -3.1101
C 5.9302 -12.9478 0.7322
C 6.4631 -12.1985 1.9227
O 6.6460 -10.8895 1.3690
C 6.7977 -10.9512 0.0241
O 7.2037 -10.0657 -0.6775
O 6.3932 -12.2049 -0.4034
H 4.8484 -12.9654 0.8646
H 6.2342 -13.9938 0.6931
H 7.4006 -12.5702 2.3362
H 5.7014 -12.1758 2.7021
C 9.5412 -22.2156 1.4114
C 10.0478 -21.8900 0.0506
O 9.7658 -23.0756 -0.6063
C 8.8510 -23.8036 -0.0079
O 8.1777 -24.6797 -0.5109
O 8.6666 -23.2894 1.1909
H 8.9611 -21.3223 1.6428
H 10.2772 -22.4744 2.1725
H 11.1153 -21.6709 0.0733
H 9.5575 -21.0746 -0.4812
C 13.1481 -21.2654 -4.5135
C 14.2233 -20.3833 -5.2581
C 14.5791 -19.0747 -4.5381
O 15.9954 -18.9850 -4.7844
C 16.4451 -20.2581 -5.1270
O 17.6100 -20.5426 -5.3329
O 15.4209 -21.0980 -5.3704
H 13.5018 -21.4648 -3.5019
H 13.0818 -22.2359 -5.0052
H 12.1993 -20.7356 -4.5979
H 13.9834 -20.1769 -6.3011
H 14.3860 -19.1345 -3.4670
H 14.1435 -18.2111 -5.0407
C 11.9558 -12.1502 0.3175
C 11.3944 -12.6669 -1.0042
C 12.3955 -12.9448 -2.0803
O 12.3352 -14.3218 -2.1665
C 11.3033 -14.7902 -1.5021
O 10.9513 -15.9698 -1.4310
O 10.7900 -13.8588 -0.7080
H 12.1142 -11.0741 0.2471
H 12.8913 -12.6577 0.5527
H 11.1907 -12.3018 1.0790
H 10.5010 -12.1006 -1.2673
H 13.3528 -12.5832 -1.7051
H 12.2169 -12.5091 -3.0633
C 18.0530 -10.5242 -2.9575
C 17.9552 -10.5465 -4.5359
C 17.3477 -9.3575 -5.2412
O 18.2799 -9.0250 -6.2532
C 19.3532 -9.7674 -6.0410
O 20.3128 -9.5593 -6.7822
O 19.2349 -10.6042 -4.9781
H 18.3266 -11.4780 -2.5064
H 17.0695 -10.4542 -2.4929
H 18.6669 -9.6786 -2.6477
H 17.3860 -11.4060 -4.8901
H 17.0655 -8.5967 -4.5134
H 16.3828 -9.6882 -5.6256
C 11.7088 -15.7967 4.8191
C 11.1339 -16.8697 3.9329
C 10.7847 -18.1301 4.6623
O 9.3574 -18.2160 4.4438
C 8.9913 -17.3159 3.5744
O 7.7843 -17.3163 3.1452
O 9.9499 -16.4632 3.3764
H 12.1469 -16.3140 5.6727
H 10.9847 -15.1084 5.2550
H 12.5464 -15.3099 4.3196
H 11.9100 -17.1497 3.2207
H 10.9130 -18.0580 5.7423
H 11.3706 -18.9937 4.3477
C 14.5593 -8.8756 -10.9988
C 14.9453 -10.4209 -10.8201
C 16.3652 -10.6447 -10.3466
O 16.2090 -11.6342 -9.3381
C 14.9471 -11.7848 -8.9416
O 14.5118 -12.3855 -7.9636
O 14.2038 -11.0548 -9.7783
H 14.5277 -8.4750 -9.9855
H 13.5632 -8.6739 -11.3927
H 15.2998 -8.3450 -11.5974
H 14.7348 -11.0410 -11.6915
H 16.8213 -9.6944 -10.0691
H 16.9508 -11.1500 -11.1147

Atoms 1-2, force components in eV/Å:
-0.4 0.6 0.8
0.6 1.0 -2.1


Entry 2:
Molecular formula: C10H24Br3NO2V
Method: DFT, ωB97M-V with the def2-TZVPD basis set

Total charge   +2
2S+1   2
ΔE to the lowest compared entry with this formula, charge and spin   0.0 kJ/mol
Lowest unoccupied orbital energy (alpha / beta)   -10.57 / -9.78 eV
Gap between HOMO and LUMO (alpha / beta)   4.3 / 5.1 eV
F_max   4.9 eV/A

Positions of all 41 atoms, in Å:
O -6.3982 2.7473 -3.9653
V -5.3536 2.9597 -5.1107
C -2.5679 -0.4114 1.9799
C -1.1450 -0.4843 2.4764
N -0.0911 0.0132 1.5143
C -0.3896 1.3909 1.0358
C 1.2333 0.0368 2.2727
C 2.4825 0.2904 1.4568
C -0.0984 -0.8775 0.2889
C 0.0609 -2.3577 0.4634
O 1.2424 -2.5911 1.1971
C 1.4500 -3.9659 1.4614
H -2.7931 -1.0948 1.1655
H -2.8973 0.6147 1.8193
H -3.2334 -0.7106 2.7956
H -0.8239 -1.4926 2.7392
H -0.9966 0.0635 3.4095
H 0.3699 1.6705 0.3087
H -0.4335 2.0673 1.8840
H -1.3343 1.3899 0.4983
H 1.2945 -0.8752 2.8512
H 1.1027 0.8910 2.9415
H 2.5073 1.2548 0.9488
H 2.6792 -0.5160 0.7556
H 3.2941 0.3705 2.1818
H 0.6438 -0.4539 -0.3990
H -0.9669 -0.6042 -0.3184
H 0.0865 -2.8631 -0.5091
H -0.7795 -2.8313 0.9917
H 1.8250 -4.4841 0.5733
H 0.5586 -4.4486 1.8674
H 2.2504 -4.0963 2.1906
Br -3.4761 1.6244 -3.9288
Br 2.3255 1.1372 -1.9316
C 1.9442 1.8016 -3.7180
C 0.6931 2.6687 -3.7432
Br 0.4157 3.1418 -5.5961
H 1.8102 0.9428 -4.3702
H 2.8028 2.3706 -4.0597
H 0.8715 3.5437 -3.1177
H -0.1660 2.1676 -3.3008

Atoms 1-2, force components in eV/Å:
1.8 0.8 -2.8
-0.1 -2.3 4.3


Entry 3:
Molecular formula: C3H9N4
Method: DFT, ωB97M-V with the def2-TZVPD basis set

Total charge   +1
2S+1   3
ΔE to the lowest compared entry with this formula, charge and spin   455.2 kJ/mol
Lowest unoccupied orbital energy (alpha / beta)   -2.98 / -6.50 eV
Gap between HOMO and LUMO (alpha / beta)   5.5 / 7.8 eV
F_max   6.7 eV/A

Positions of all 16 atoms, in Å:
C 0.6648 2.4374 0.1129
C -1.5403 -1.5586 0.5529
C -0.3635 -2.1335 -0.0809
N 1.3075 1.5304 0.5919
N 1.7602 0.4436 -0.1117
N -0.2092 3.2424 -0.0994
N -0.6739 -0.6612 -0.1323
H -2.3992 -1.8306 -0.0535
H -1.6844 -1.3810 1.6059
H 0.5534 -2.3041 0.5625
H -0.5998 -2.6870 -1.1033
H 1.9094 0.6187 -1.0365
H 2.5743 0.1640 0.2391
H -0.0165 0.0345 0.2528
H -0.2641 4.2804 -0.3004
H -1.0187 -0.1952 -0.9998

Atoms 1-2, force components in eV/Å:
-1.2 0.8 -4.9
-1.7 -0.8 0.5


Entry 4:
Molecular formula: C5H8BrP
Method: DFT, ωB97M-V with the def2-TZVPD basis set

ΔE to the lowest compared entry with this formula, charge and spin   608.1 kJ/mol
Lowest unoccupied orbital energy (alpha / beta)   -1.00 / -0.61 eV
Gap between HOMO and LUMO (alpha / beta)   7.1 / 7.1 eV
F_max   3.6 eV/A

Positions of all 15 atoms, in Å:
C -1.7168 -0.0094 -1.8661
C 0.4719 -1.7846 0.0082
C 1.7702 -0.9793 -0.5440
C 1.0234 0.3857 -0.6667
C -1.4072 0.1044 1.2276
P -0.6912 -0.2509 -0.4435
Br 0.2131 -3.4729 -0.7189
H -2.6902 -0.4621 -1.8770
H 2.6982 -0.9364 0.1707
H 1.8876 -1.3398 -1.6261
H 1.2358 0.9358 0.2718
H 1.1835 0.9979 -1.4864
H -1.4614 1.2364 1.2009
H -0.6655 -0.2024 1.8910
H -2.3717 -0.3204 1.5695

Atoms 1-2, force components in eV/Å:
1.9 0.4 1.5
0.8 1.9 -1.6


Entry 5:
Molecular formula: C3H9N2O
Method: DFT, ωB97M-V with the def2-TZVPD basis set

Total charge   +1
SMILES   C[NH2+][C@H](N)C=O
ΔE to the lowest compared entry with this formula, charge and spin   189.5 kJ/mol
Lowest unoccupied orbital energy   -3.57 eV
Gap between HOMO and LUMO   11.2 eV
F_max   2.1 eV/A

Positions of all 15 atoms, in Å:
C -0.2477 1.7713 -0.8410
N 0.1104 0.9873 0.3465
C 0.0657 -0.7419 -0.0377
N -1.0994 -1.2453 0.4372
C 1.2919 -1.5840 0.4460
O 2.1707 -1.1646 1.1213
H 0.5696 1.7535 -1.5565
H -1.1360 1.3525 -1.3078
H -0.4607 2.8036 -0.5792
H -0.5575 1.1185 1.1062
H 1.0528 1.2061 0.6800
H 0.1093 -0.6651 -1.1263
H -1.9371 -1.2877 -0.1179
H -1.1330 -1.6868 1.3403
H 1.2010 -2.6175 0.0889

Atoms 1-2, force components in eV/Å:
-0.1 0.4 -0.4
0.9 -1.8 -0.1